1.
This record from the OMol25 dataset describes C38H39FeN6O3S as an isolated structure at a distorted geometry. The level of theory is ωB97M-V/def2-TZVPD.

Structure (XYZ):
```
88
Properties=species:S:1:pos:R:3:forces:R:3
Fe 0.522 0.148 0.297 -1.07 0.91 0.39
C -0.842 1.249 -4.171 0.60 0.09 -0.41
O -1.972 1.115 -3.304 -0.70 -0.05 0.44
C -1.512 0.646 -2.144 1.04 -0.24 -0.31
N -0.270 0.346 -2.076 -0.29 -0.19 0.95
C 0.330 0.612 -3.370 0.16 0.04 -0.51
C 1.570 1.477 -3.326 0.01 -0.07 0.13
C 2.148 1.875 -4.526 -0.05 -0.03 0.11
C 3.296 2.646 -4.528 0.03 0.02 -0.09
C 3.872 3.040 -3.331 0.08 0.04 0.04
C 3.307 2.642 -2.133 0.01 -0.06 0.07
C 2.169 1.853 -2.132 -0.14 -0.18 0.10
C -2.428 0.450 -1.018 -0.63 0.08 0.31
C -3.811 0.551 -1.146 0.25 -0.03 0.13
C -4.593 0.304 -0.026 0.15 0.00 -0.02
C -3.980 0.011 1.183 0.36 -0.03 -0.15
C -2.586 -0.031 1.219 -0.66 0.00 -0.54
N -1.837 0.166 0.137 0.29 -0.12 0.07
C -1.822 -0.222 2.449 1.11 0.06 0.48
N -0.572 0.035 2.499 -0.27 -0.29 -0.99
C -0.142 -0.088 3.878 -0.04 0.09 0.47
C -1.378 -0.732 4.562 0.52 -0.11 0.45
O -2.414 -0.623 3.581 -0.77 0.18 -0.49
C 1.125 -0.883 4.032 -0.04 0.07 -0.02
C 1.956 -0.664 5.124 0.04 -0.09 -0.04
C 3.126 -1.392 5.264 0.03 0.00 0.04
C 3.467 -2.354 4.325 0.04 0.00 0.03
C 2.637 -2.575 3.240 0.06 -0.13 -0.07
C 1.476 -1.836 3.089 -0.11 0.03 0.00
H -0.674 2.313 -4.364 -0.06 -0.18 0.06
H -1.062 0.732 -5.107 -0.01 0.09 0.14
H 0.622 -0.355 -3.806 -0.10 0.13 0.00
H 1.696 1.578 -5.460 -0.03 -0.04 -0.19
H 3.742 2.940 -5.466 0.03 0.06 -0.09
H 4.756 3.660 -3.333 0.08 0.04 -0.01
H 3.746 2.941 -1.193 0.05 0.03 0.08
H 1.733 1.530 -1.191 0.14 0.30 -0.26
H -4.244 0.816 -2.098 -0.04 -0.03 -0.06
H -5.669 0.343 -0.099 -0.08 0.04 0.02
H -4.548 -0.177 2.080 -0.05 0.00 0.08
H 0.034 0.926 4.264 -0.03 -0.12 -0.05
H -1.702 -0.219 5.467 0.03 -0.02 -0.10
H -1.215 -1.793 4.788 -0.07 0.15 -0.10
H 1.697 0.081 5.861 -0.04 0.13 0.06
H 3.777 -1.204 6.104 0.04 0.00 0.11
H 4.373 -2.930 4.444 0.07 -0.03 0.00
H 2.893 -3.326 2.506 0.05 -0.07 -0.07
H 0.837 -1.984 2.227 0.04 -0.05 0.04
S -0.264 2.876 0.025 -0.09 -0.40 -0.10
C 0.977 3.045 1.193 -0.64 0.02 -0.57
C 1.359 4.289 1.714 0.27 0.01 0.35
C 2.300 4.324 2.715 -0.16 -0.11 -0.15
C 2.842 3.124 3.182 0.03 -0.21 0.04
C 2.432 1.947 2.588 0.40 0.20 0.42
N 1.544 1.900 1.604 0.07 -0.71 -0.54
H 0.886 5.183 1.337 0.00 0.01 -0.02
H 2.602 5.264 3.149 0.06 0.13 0.06
H 3.560 3.112 3.984 0.10 -0.05 0.10
H 2.808 0.988 2.920 0.14 0.00 0.09
N -1.207 -2.545 -1.070 -0.08 -0.23 -0.14
N -0.157 -2.334 -0.118 0.38 0.22 -0.02
H -1.236 -3.514 -1.393 0.14 0.30 0.09
H -1.033 -1.942 -1.867 0.06 -0.04 0.14
H 0.733 -2.741 -0.420 -0.25 0.00 0.11
H -0.447 -2.807 0.736 0.11 0.15 -0.12
C 8.996 0.074 -1.439 0.02 0.00 -0.07
C 7.575 -0.042 -0.995 -0.24 0.01 0.19
C 6.548 -0.465 -1.830 0.08 0.02 0.06
C 5.248 -0.610 -1.371 -0.14 -0.01 0.12
C 4.185 -1.097 -2.297 -0.07 -0.03 -0.19
C 4.949 -0.336 -0.016 0.39 0.00 -0.41
C 3.652 -0.588 0.564 0.04 0.14 0.51
O 2.573 -0.781 -0.007 -0.36 0.27 -0.07
C 5.982 0.152 0.825 0.01 -0.09 -0.03
C 5.737 0.596 2.234 0.01 0.01 0.04
C 7.259 0.287 0.321 -0.11 -0.03 -0.07
H 9.130 -0.232 -2.471 0.01 0.00 -0.11
H 9.631 -0.549 -0.808 0.04 -0.02 -0.01
H 9.341 1.102 -1.326 0.04 0.03 -0.04
H 6.773 -0.696 -2.861 -0.03 -0.06 -0.12
H 4.598 -1.319 -3.278 0.03 -0.02 -0.05
H 3.402 -0.348 -2.400 0.00 -0.02 -0.08
H 3.716 -1.994 -1.896 -0.07 -0.11 -0.04
H 3.666 -0.642 1.662 -0.13 0.14 -0.05
H 5.003 1.399 2.247 -0.03 0.04 0.14
H 6.664 0.975 2.658 -0.02 0.00 0.09
H 5.380 -0.216 2.866 -0.07 -0.03 0.13
H 8.044 0.658 0.966 0.04 0.03 0.09
```
Forces are in eV/Å.

Output
**Frontier orbital gap (alpha / beta)**: 6.5 / 6.4 eV
**LUMO energy (alpha / beta)**: -0.0997 / -0.1022 hartree
**Charge**: +1
**Expectation value of S²**: 6.009
**Spin multiplicity**: 5

Here are the Löwdin charges for atoms 1 to 8, given in e: 0.80, -0.05, 0.04, -0.35, 0.11, -0.23, -0.19, -0.04



2.
This record from the OMol25 dataset describes a 13-piece molecular cluster, C7H39NO12 overall at a distorted geometry. The level of theory is ωB97M-V/def2-TZVPD.

Structure (XYZ):
```
59
Properties=species:S:1:pos:R:3:forces:R:3
C 3.797 -0.506 0.342 0.25 0.35 0.10
C 2.508 -0.916 1.062 0.33 -0.04 0.38
C 1.342 0.010 0.705 0.69 0.46 -0.98
C 0.684 -0.356 -0.650 -0.07 0.79 0.36
N -0.950 -1.550 -2.805 -0.42 0.09 -0.26
C -1.174 -1.850 -1.437 -0.28 -0.75 0.46
C -0.398 -1.371 -0.469 0.06 0.02 1.08
C -2.281 -2.837 -1.160 -0.76 0.09 -1.50
H 4.584 -1.261 0.504 -0.20 0.44 -0.08
H 4.146 0.505 0.682 -0.22 -0.91 -0.19
H 3.629 -0.429 -0.742 0.07 -0.08 0.19
H 2.261 -1.951 0.782 0.03 0.35 0.20
H 2.709 -0.924 2.161 -0.28 0.10 -0.71
H 0.619 -0.019 1.492 -0.69 0.15 0.44
H 1.708 1.050 0.600 -0.07 -0.36 0.38
H 0.291 0.568 -1.142 0.04 -0.50 0.35
H 1.459 -0.721 -1.312 0.28 -0.16 -0.32
H -1.718 -1.869 -3.408 0.50 0.34 0.42
H -0.781 -0.560 -2.948 -0.07 0.05 -0.11
H -0.504 -1.718 0.594 -0.32 0.39 -1.42
H -2.343 -3.606 -1.980 -0.02 0.70 0.67
H -2.162 -3.367 -0.245 0.29 -0.33 0.84
H -3.262 -2.318 -1.082 0.55 -0.26 -0.25
H -1.465 -1.638 2.637 -0.37 0.69 0.34
H -2.482 -1.095 3.666 0.09 0.13 -0.17
O -1.972 -0.809 2.896 0.35 -0.76 -0.05
H -0.626 3.683 2.521 -0.35 -0.26 0.17
H -1.134 2.248 2.885 -0.20 0.65 -0.12
O -1.448 3.151 2.683 0.28 -0.65 -0.21
H 1.639 4.159 -0.771 0.31 1.19 0.59
H 1.889 5.708 -0.421 -0.09 0.26 -0.41
O 1.953 4.827 -0.064 -0.25 -1.29 -0.21
H -3.021 -0.222 1.593 0.24 -0.15 0.10
H -4.308 0.570 1.677 -0.04 -0.10 -0.21
O -3.720 0.159 1.028 -0.45 0.13 0.11
H 1.484 4.467 2.969 0.28 -0.01 -0.03
H 1.154 4.705 1.431 0.09 -0.13 0.63
O 0.771 4.609 2.349 -0.18 0.21 -0.61
H 1.406 -3.900 0.018 0.34 0.00 0.02
H 0.027 -3.666 -0.524 -0.40 0.34 -0.48
O 0.468 -4.066 0.218 0.06 -0.76 0.63
H 0.111 3.120 -2.108 0.92 0.49 0.09
H 1.481 2.396 -2.100 -0.10 0.97 -0.03
O 1.117 3.309 -2.094 -0.74 -1.56 -0.04
H -0.060 -3.417 3.189 -0.28 0.17 -0.18
H -0.251 -3.495 1.648 -0.29 0.23 0.61
O -0.674 -3.140 2.491 0.68 -0.56 -0.42
H 3.278 -4.303 -1.093 0.02 0.07 0.00
H 2.571 -3.007 -1.546 0.29 -0.39 0.37
O 2.930 -3.473 -0.747 0.02 0.06 -0.42
H -2.001 2.719 -1.233 0.32 -0.13 -0.41
H -2.040 3.425 -2.622 0.34 -0.26 0.11
O -1.490 2.814 -2.108 -0.62 0.24 0.08
H -2.394 2.785 0.878 -0.26 -0.07 -0.29
H -3.239 1.613 0.249 0.58 0.90 -0.12
O -2.870 2.528 0.054 -0.10 -0.58 0.71
H 0.864 -2.225 -2.980 -0.71 0.16 -0.10
H 2.040 -2.568 -3.897 0.39 0.06 -1.06
O 1.748 -2.613 -3.004 0.14 -0.20 0.92
```
Forces are in eV/Å.

Output
**Frontier orbital gap**: 9.0 eV
**LUMO energy**: 0.0109 hartree

Here are the natural (NBO) charges for atoms 1 to 8, given in e: -0.61, -0.41, -0.39, -0.46, -0.87, 0.15, -0.27, -0.66



3.
This record from the OMol25 dataset describes a single C6H9NO molecule at a distorted geometry. The level of theory is ωB97M-V/def2-TZVPD.

Structure (XYZ):
```
17
Properties=species:S:1:pos:R:3:forces:R:3
O 1.933 -0.687 -0.378 -0.73 -0.79 0.37
C 1.181 0.237 0.387 2.01 2.36 1.30
C -0.063 -0.215 1.230 0.42 0.98 -0.19
N -0.736 -1.329 0.654 -1.89 0.88 -0.76
C -0.958 -1.011 -0.781 1.78 0.07 0.66
C -0.977 0.523 -0.721 0.09 -0.25 -1.63
C 0.311 1.258 -0.361 1.22 -1.12 -0.11
C -0.827 1.070 0.632 0.87 -0.53 0.47
H 2.523 -0.193 -0.944 0.17 0.21 -0.14
H 1.986 0.760 1.101 -1.88 -0.65 -1.22
H 0.123 -0.254 2.315 -0.26 -0.24 -0.49
H -0.376 -2.232 0.737 1.10 -1.29 0.65
H -1.821 -1.521 -1.170 -0.78 0.20 -0.02
H -0.084 -1.395 -1.373 -0.73 0.59 0.27
H -1.589 1.019 -1.448 -0.30 0.34 -0.09
H 0.799 2.092 -0.907 -1.03 -0.34 0.47
H -1.425 1.878 1.029 -0.08 -0.42 0.44
```
Forces are in eV/Å.

Output
**Frontier orbital gap**: 9.2 eV
**LUMO energy**: 0.0333 hartree
**SMILES**: O[C@@H]1[C@@H]2NC[C@@H]3[C@H]1[C@@H]32

Here are the natural (NBO) charges for atoms 1 to 8, given in e: -0.73, 0.08, -0.04, -0.63, -0.24, -0.25, -0.27, -0.22



4.
This record from the OMol25 dataset describes a single C2H2F2S2 molecule at a distorted geometry. The level of theory is ωB97M-V/def2-TZVPD.

Structure (XYZ):
```
8
Properties=species:S:1:pos:R:3:forces:R:3
F 0.006 0.746 1.716 0.78 -0.43 1.31
C -0.321 0.817 0.508 -6.00 4.62 -4.48
S -1.772 1.997 -0.135 4.50 -3.59 2.20
C 0.328 -0.028 -0.526 0.77 -0.26 -0.26
F 1.683 0.072 -0.369 1.00 -0.94 0.92
S -0.502 -1.663 -0.360 1.71 -0.84 1.50
H 0.297 0.235 -1.588 -1.59 0.45 0.44
H 0.280 -2.176 0.754 -1.18 1.00 -1.63
```
Forces are in eV/Å.

Output
**Frontier orbital gap (alpha / beta)**: 7.9 / 7.9 eV
**LUMO energy (alpha / beta)**: -0.0448 / -0.0446 hartree
**SMILES**: FC(=S)[C@@H](F)S

natural (NBO) charges in e: -0.27, 0.48, -0.23, -0.06, -0.34, 0.00, 0.25, 0.16



Total energy
In order: -3687.45332 -1247.79726 -363.92705 -1073.39839
Unit: Ha
Relative energy (zero: lowest compared OMol25 entry of this formula, charge and spin)
In order: 77.5 0.0 255.2 250.1
Unit: kJ/mol